107
Properties=species:S:1:pos:R:3 method="wB97M-V/def2-TZVPD" homo_lumo_gap_ev="4.79 / 4.82" total_energy_ev=-179287.130 e_above_lowest_ev=1.842 multiplicity=2 homo_ha="-0.0430 / -0.0443" s_squared=0.765 largest_force_ev_per_a=1.57 lumo_energy_ha="0.1328 / 0.1329" charge=-2
Pt -0.2055 -0.1373 0.0198
S 4.2455 0.8157 -0.5814
C 3.9728 -0.5115 0.4907
C 2.6810 -0.5326 0.8864
N 1.9044 0.4783 0.3808
C 2.5854 1.2813 -0.3744
H 4.7736 -1.1836 0.7468
H 2.2303 -1.2496 1.5594
H 2.1742 2.1428 -0.8784
Br -5.9018 5.1708 -1.9008
C -4.7336 3.6677 -1.6437
C -5.2551 2.4052 -1.8579
C -4.4228 1.3115 -1.6754
C -3.1126 1.4992 -1.2616
C -2.6095 2.7694 -1.0133
C -3.4336 3.8718 -1.2315
C -1.1881 3.0510 -0.4553
O -0.8181 4.2251 -0.5737
O -0.5075 2.1417 0.1259
H -6.2870 2.2739 -2.1547
H -4.7950 0.3081 -1.8409
H -2.4648 0.6428 -1.1202
H -3.0277 4.8611 -1.0717
S -0.7318 -0.8074 3.1805
Sb -0.3240 -0.4752 7.2834
C -2.0091 0.2326 6.1454
C -3.1771 -0.5199 6.1976
C -4.2999 -0.1314 5.4827
C -4.2654 1.0181 4.7077
C -3.1166 1.7933 4.6801
C -1.9995 1.4103 5.4082
C 0.3454 -2.0460 5.9645
C -0.3677 -3.2407 5.9724
C 0.0100 -4.2909 5.1487
C 1.1135 -4.1618 4.3180
C 1.8447 -2.9848 4.3301
C 1.4680 -1.9328 5.1540
C 1.0460 1.0724 6.6930
C 1.3011 1.3733 5.3553
C 2.1865 2.3884 5.0201
C 2.8157 3.1211 6.0173
C 2.5591 2.8377 7.3505
C 1.6791 1.8162 7.6839
H -3.2044 -1.4352 6.7809
H -5.2016 -0.7308 5.5240
H -5.1277 1.3044 4.1187
H -3.0808 2.6894 4.0732
H -1.1152 2.0295 5.3715
H -1.2453 -3.3456 6.6034
H -0.5620 -5.2112 5.1425
H 1.3858 -4.9744 3.6578
H 2.7056 -2.8758 3.6807
H 2.0385 -1.0144 5.1332
H 0.7978 0.8273 4.5655
H 2.3759 2.6055 3.9760
H 3.5017 3.9177 5.7561
H 3.0442 3.4121 8.1315
H 1.4779 1.6027 8.7287
S -1.7847 -1.1793 1.5666
C -0.2617 -0.9879 -3.0420
C -0.5207 -2.0969 -2.0081
O -1.1968 -3.0775 -2.3711
N 0.0809 -1.9669 -0.8212
Te -0.1623 -3.7577 0.5666
C -0.5044 -5.6952 1.8065
C 0.5255 -6.5980 2.1179
C 1.9317 -6.4000 1.6075
C 0.2650 -7.7277 2.8978
C -1.0023 -7.9954 3.3878
C -1.2887 -9.2392 4.1911
C -2.0152 -7.0868 3.1039
C -1.7803 -5.9514 2.3359
C -2.9189 -5.0002 2.0644
C 0.7765 -4.8937 -0.9960
C 2.0686 -4.5743 -1.4272
C 2.9214 -3.5207 -0.7716
C 2.6336 -5.2560 -2.5058
C 1.9590 -6.2650 -3.1664
C 2.5727 -6.9866 -4.3396
C 0.6796 -6.5809 -2.7293
C 0.0734 -5.9075 -1.6760
C -1.3457 -6.2535 -1.3316
H -1.1840 -0.7319 -3.5666
H 0.4513 -1.3807 -3.7703
H 0.1521 -0.0943 -2.5691
H 2.1552 -5.3369 1.5159
H 2.0401 -6.8405 0.6139
H 2.6594 -6.8743 2.2724
H 1.0771 -8.4171 3.1221
H -0.3640 -9.7606 4.4421
H -1.9224 -9.9286 3.6266
H -1.8127 -8.9952 5.1179
H -3.0172 -7.2759 3.4836
H -3.8766 -5.4441 2.3469
H -2.9434 -4.7282 1.0086
H -2.7838 -4.0749 2.6302
H 2.3768 -3.0314 0.0282
H 3.2136 -2.7581 -1.4964
H 3.8316 -3.9732 -0.3627
H 3.6276 -4.9670 -2.8388
H 3.6411 -6.7777 -4.4039
H 2.1035 -6.6665 -5.2735
H 2.4280 -8.0646 -4.2456
H 0.1232 -7.3595 -3.2442
H -1.7709 -6.9279 -2.0781
H -1.9238 -5.3274 -1.3126
H -1.4109 -6.7207 -0.3509

96
Properties=species:S:1:pos:R:3 method="wB97M-V/def2-TZVPD" homo_lumo_gap_ev=8.95 total_energy_ev=-50537.424 smiles=c1ccccc1.c1ccccc1.c1ccccc1.c1ccccc1.c1ccccc1.c1ccccc1.c1ccccc1.c1ccccc1 e_above_lowest_ev=1.262 multiplicity=1 homo_ha=-0.3108 largest_force_ev_per_a=19.43 lumo_energy_ha=0.0180
C 3.0386 6.1118 2.8723
C 1.6016 5.8648 2.1893
C 0.9486 4.6518 2.4083
C 1.4276 3.6758 3.1813
C 2.7086 3.8428 3.7583
C 3.6096 5.0348 3.6033
H 3.6126 6.9578 2.7373
H 1.2996 6.7018 1.4213
H -0.0734 4.3378 2.1393
H 0.9606 2.7868 3.5023
H 2.9006 3.0678 4.4023
H 4.5966 5.0918 4.1673
C -3.3554 4.6878 2.1033
C -2.9444 3.6738 1.0773
C -2.6894 4.1038 -0.2917
C -2.4024 5.4058 -0.5337
C -2.5474 6.4298 0.4033
C -3.0744 6.0298 1.7783
H -3.8464 4.5768 3.1093
H -3.1134 2.6988 1.2363
H -2.8034 3.3988 -1.1237
H -1.9744 5.6148 -1.4517
H -2.2164 7.4388 0.3393
H -3.3634 6.8488 2.5383
C 2.0466 3.8338 -2.7897
C 1.9986 3.6818 -1.3097
C 2.9346 2.8598 -0.6417
C 3.9546 2.2548 -1.4227
C 3.9746 2.2238 -2.8437
C 2.9916 3.0968 -3.5317
H 1.2186 4.3148 -3.3377
H 1.0856 3.9578 -0.8577
H 3.1076 2.8758 0.3563
H 4.9196 1.6568 -1.1617
H 4.6836 1.6388 -3.4297
H 3.0996 2.9878 -4.7097
C -1.8214 -5.6822 2.4843
C -0.4784 -6.4562 2.4433
C 0.5876 -6.1662 3.3013
C 0.4496 -4.9562 3.9543
C -0.6784 -4.1932 4.1453
C -1.9444 -4.5472 3.3523
H -2.5764 -6.0952 1.9003
H -0.5724 -7.1362 1.6653
H 1.6246 -6.6412 3.2593
H 1.2066 -4.5252 4.5513
H -0.6904 -3.2582 4.5603
H -3.2034 -4.2322 3.4833
C 0.4606 -1.9922 1.5743
C -0.9574 -1.3612 1.8513
C -1.1504 0.0398 1.7523
C -0.0854 0.8878 1.4483
C 1.1826 0.4028 1.0883
C 1.4776 -1.1412 1.0813
H 0.4446 -3.1222 1.5493
H -1.7484 -2.0242 1.8543
H -2.1574 0.3278 1.9943
H -0.1604 1.9858 1.2543
H 1.9836 1.0718 0.9053
H 2.4036 -1.5882 0.8003
C 4.4566 -1.3002 -2.1377
C 2.9726 -1.2152 -2.0197
C 2.2816 -2.3322 -2.0417
C 2.8416 -3.6322 -2.1927
C 4.2326 -3.8322 -2.3037
C 5.1956 -2.5642 -2.1337
H 5.2416 -0.3972 -2.1447
H 2.4506 -0.1532 -2.0807
H 1.2166 -2.1342 -1.8957
H 2.3046 -4.5222 -2.2237
H 4.5456 -4.9012 -2.4187
H 6.1786 -2.5332 -2.1427
C -2.3064 1.3888 -3.6367
C -1.1184 1.3648 -2.6757
C -0.6974 0.2368 -2.0157
C -1.3854 -0.8742 -2.3097
C -2.3524 -1.0922 -3.2537
C -2.8914 0.1788 -3.9257
H -2.4184 2.3418 -4.0447
H -0.7164 2.2958 -2.3287
H -0.0264 0.4348 -1.3297
H -1.0674 -1.8932 -1.8417
H -2.8594 -1.9522 -3.4037
H -3.6564 0.1528 -4.7557
C -4.8394 -5.4272 -2.0847
C -5.0014 -4.0962 -1.1907
C -3.8164 -3.5122 -0.4767
C -2.6074 -4.0682 -0.6427
C -2.4554 -5.4072 -1.2237
C -3.7114 -6.0752 -1.9127
H -5.5614 -5.6682 -2.4607
H -6.0024 -3.7202 -1.1617
H -3.7624 -2.6372 0.0713
H -1.6474 -3.5152 -0.4337
H -1.4404 -6.0292 -1.0467
H -3.4844 -6.9192 -2.3207

108
Properties=species:S:1:pos:R:3 method="wB97M-V/def2-TZVPD" homo_lumo_gap_ev=5.47 total_energy_ev=-137537.880 e_above_lowest_ev=0.000 multiplicity=1 homo_ha=-0.1291 largest_force_ev_per_a=0.53 lumo_energy_ha=0.0720 charge=-1
Rb 0.0832 -0.4124 0.1650
O 0.7186 -6.2661 2.4592
C 1.2092 -5.4942 3.3940
O 1.8736 -5.9140 4.3218
C 0.9591 -4.0269 3.2697
C 1.4950 -3.1151 4.1481
N 1.1032 -1.9004 3.7298
N 0.3322 -1.9483 2.6363
C 0.2292 -3.2358 2.3356
C -0.5180 -3.6481 1.0780
O -0.5101 -4.8755 0.7926
O -1.0392 -2.7365 0.4191
H 0.1987 -5.7117 1.7394
H 2.1157 -3.2699 5.0136
H 1.3166 -1.0038 4.1323
O -1.2161 1.8160 1.6859
C -0.0274 2.0983 1.7900
C 0.5663 2.7816 2.9998
C 0.0253 3.2562 4.1854
C 0.8618 3.8971 5.0895
C 2.2163 4.0498 4.7994
C 2.7603 3.5555 3.6182
C 1.9257 2.8989 2.7211
P 2.2140 2.0687 1.0815
C 1.6603 3.3033 -0.1677
C 2.1506 4.6079 -0.1389
C 1.7441 5.5569 -1.0689
C 0.8301 5.2172 -2.0531
C 0.3120 3.9274 -2.0791
C 0.7106 2.9872 -1.1419
C 4.0819 2.3590 0.9349
C 4.7361 2.7769 -0.2281
C 6.1131 2.6563 -0.3764
C 6.8865 2.1103 0.6368
C 6.2598 1.6694 1.7955
C 4.8844 1.7828 1.9282
H -1.0361 3.1427 4.3771
H 0.4655 4.2999 6.0144
H 2.8558 4.5662 5.5062
H 3.8152 3.6874 3.4110
H 2.8699 4.8832 0.6242
H 2.1430 6.5632 -1.0188
H 0.5103 5.9504 -2.7831
H -0.4224 3.6537 -2.8281
H 0.2210 2.0198 -1.1702
H 4.1627 3.2026 -1.0432
H 6.5821 2.9942 -1.2936
H 7.9594 2.0182 0.5222
H 6.8420 1.2221 2.5930
H 4.4129 1.3908 2.8254
C 1.2401 0.2836 -3.5373
N 1.4883 -0.7942 -2.5987
C 0.4943 -1.8474 -2.7504
C 2.8445 -1.2972 -2.7474
C 3.1954 -2.4444 -1.8083
N 2.8982 -2.1975 -0.4089
C 3.0624 -3.4260 0.3527
C 3.7475 -1.1498 0.1353
H 1.3177 -0.0533 -4.5857
H 1.9564 1.0910 -3.3767
H 0.2363 0.6843 -3.3829
H 0.5089 -2.2983 -3.7573
H -0.5075 -1.4432 -2.5838
H 0.6553 -2.6270 -2.0075
H 3.5286 -0.4587 -2.5931
H 3.0185 -1.6606 -3.7781
H 4.2710 -2.6637 -1.9496
H 2.6577 -3.3453 -2.1109
H 4.0850 -3.8319 0.2646
H 2.3544 -4.1818 0.0083
H 2.8624 -3.2331 1.4064
H 4.8182 -1.4143 0.0722
H 3.4938 -0.9771 1.1816
H 3.5879 -0.2097 -0.3896
C -6.5372 3.1987 -1.8924
C -5.2316 3.3394 -2.3365
C -4.2999 2.3430 -2.0744
C -4.6674 1.1956 -1.3793
C -5.9794 1.0645 -0.9318
C -6.9096 2.0614 -1.1854
As -3.2927 -0.1593 -1.0746
C -4.0208 -1.0996 0.4639
C -4.9470 -2.1355 0.3824
C -5.3739 -2.7832 1.5330
C -4.8776 -2.3993 2.7715
C -3.9608 -1.3623 2.8582
C -3.5313 -0.7140 1.7092
C -3.6993 -1.4138 -2.5070
C -4.3355 -1.0560 -3.6880
C -4.4593 -1.9751 -4.7230
C -3.9465 -3.2557 -4.5830
C -3.3010 -3.6177 -3.4061
C -3.1693 -2.7020 -2.3733
H -7.2637 3.9778 -2.0873
H -4.9337 4.2299 -2.8759
H -3.2716 2.4635 -2.3984
H -6.2675 0.1808 -0.3740
H -7.9268 1.9555 -0.8292
H -5.3260 -2.4512 -0.5815
H -6.0851 -3.5966 1.4606
H -5.1981 -2.9172 3.6670
H -3.5609 -1.0662 3.8198
H -2.8041 0.0887 1.7834
H -4.7449 -0.0575 -3.7983
H -4.9602 -1.6884 -5.6398
H -4.0463 -3.9711 -5.3900
H -2.8911 -4.6134 -3.2908
H -2.6386 -2.9802 -1.4669

> The highest multiplicity belongs to which entry?

C48H47BrN2O3PtS3SbTe